ORCA calculation (wB97M-V/def2-TZVPD) on 2 unconnected molecules or ions with the total composition C5H12N3 at a distorted geometry.

Positions of all 20 atoms, in Å:
C (1.498, -1.537, -0.536)
C (1.617, -0.828, 0.811)
C (0.983, 0.582, 0.815)
C (-0.510, 0.583, 0.516)
C (-1.127, 0.927, -0.760)
N (-4.157, -1.070, 1.050)
N (-3.179, -1.033, 0.571)
N (-0.948, 1.906, -1.570)
H (0.439, -1.747, -0.756)
H (1.963, -0.961, -1.272)
H (1.965, -2.503, -0.501)
H (2.623, -0.814, 1.267)
H (1.131, -1.633, 1.483)
H (1.181, 0.963, 1.826)
H (1.663, 1.274, 0.252)
H (-0.877, 1.598, 1.009)
H (-0.951, -0.324, 1.017)
H (-1.897, 0.279, -1.261)
H (-1.157, 1.769, -2.554)
H (-0.260, 2.569, -1.407)

largest force on an atom	3.54	eV Å⁻¹
Kohn-Sham gap	9.82	eV
2S+1	1
energy	-9842.7446	eV
charge	+1

ORCA calculation (wB97M-V/def2-TZVPD) on 2 unconnected molecules or ions with the total composition C5H12N3O at a distorted geometry.

Positions of all 21 atoms, in Å:
C (-1.908, 0.596, -0.451)
C (-0.622, 1.288, -0.776)
C (0.574, 0.404, -0.862)
C (1.063, -0.440, -1.834)
N (2.307, -0.783, -1.374)
C (2.566, -0.118, -0.208)
N (1.502, 0.561, 0.145)
N (-1.924, -0.109, 0.865)
H (-2.283, -0.085, -1.228)
H (-2.823, 1.203, -0.451)
H (-0.698, 1.987, -1.612)
H (-0.462, 2.024, 0.025)
H (0.678, -0.970, -2.686)
H (3.040, -1.227, -1.905)
H (3.484, -0.267, 0.332)
H (-1.632, 0.461, 1.675)
H (-2.853, -0.415, 1.124)
H (-1.286, -0.910, 0.943)
H (1.030, -0.537, 2.867)
H (0.134, -1.824, 2.684)
O (0.112, -0.839, 2.729)

largest force on an atom	2.56	eV Å⁻¹
Kohn-Sham gap	9.19	eV
2S+1	1
energy	-11891.2224	eV
charge	+1

ORCA calculation (wB97M-V/def2-TZVPD) on a single C5H12N4 molecule at a distorted geometry.

Positions of all 21 atoms, in Å:
C (-1.318, 0.606, -0.700)
C (0.589, -0.784, 1.592)
C (-2.198, 1.513, 0.144)
N (1.085, -1.029, 0.258)
C (0.841, -0.194, -0.832)
C (0.277, 1.128, -0.494)
N (1.492, -2.340, -0.049)
N (1.186, -0.410, -2.044)
N (0.522, 2.338, -0.557)
H (2.328, -2.578, 0.483)
H (0.760, -3.013, 0.171)
H (1.800, -1.217, -2.128)
H (1.503, 2.599, -0.496)
H (-1.514, -0.445, -0.480)
H (-1.497, 0.755, -1.766)
H (0.348, 0.267, 1.704)
H (-0.305, -1.375, 1.810)
H (1.364, -1.034, 2.323)
H (-2.066, 1.309, 1.207)
H (-1.951, 2.555, -0.040)
H (-3.246, 1.348, -0.106)

largest force on an atom	6.09	eV Å⁻¹
SMILES	[H]/N=C(CC)\C(=N\[H])N(C)N
Kohn-Sham gap	9.32	eV
2S+1	1
energy	-11337.3928	eV

ORCA calculation (wB97M-V/def2-TZVPD) on a single C5H12N4 molecule at a distorted geometry.

Positions of all 21 atoms, in Å:
C (1.499, -0.487, 0.184)
C (1.049, -1.912, 0.453)
C (-0.907, 0.564, 0.019)
C (0.391, 0.667, 0.675)
N (-2.219, -0.335, -1.645)
N (-2.019, 1.093, 0.667)
N (1.875, -0.309, -1.181)
C (0.759, 1.734, 1.380)
N (-0.980, -0.107, -1.074)
H (2.357, -0.243, 0.816)
H (-2.888, -0.802, -1.039)
H (-2.169, -0.522, -2.639)
H (-1.822, 1.651, 1.482)
H (-2.855, 1.277, 0.134)
H (1.081, -0.501, -1.786)
H (2.174, 0.646, -1.352)
H (0.213, -2.182, -0.187)
H (0.738, -2.025, 1.489)
H (1.869, -2.595, 0.237)
H (1.700, 1.761, 1.909)
H (0.152, 2.628, 1.458)

largest force on an atom	2.68	eV Å⁻¹
SMILES	C=C(/C(N)=N/N)[C@@H](C)N
Kohn-Sham gap	8.72	eV
2S+1	1
energy	-11338.4399	eV

ORCA calculation (wB97M-V/def2-TZVPD) on 3 unconnected molecules or ions with the total composition C5H12N4O2 at a distorted geometry.

Positions of all 23 atoms, in Å:
C (-0.326, -1.165, -1.839)
C (-1.361, 0.072, -1.413)
C (0.352, 0.094, -0.017)
C (1.338, 0.588, 0.963)
C (1.447, -2.094, -0.346)
N (-1.029, -1.036, 1.495)
N (0.498, -1.116, -0.719)
N (-1.814, -1.051, 2.304)
N (-0.674, 0.764, -0.359)
O (-2.622, -0.969, 3.139)
O (-2.227, 1.486, 2.321)
H (-0.787, -2.099, -1.897)
H (0.098, -0.863, -2.759)
H (-1.663, 0.639, -2.342)
H (-2.389, -0.458, -1.116)
H (1.106, 1.750, 1.045)
H (2.311, 0.444, 0.608)
H (1.212, 0.379, 2.014)
H (1.138, -3.130, -0.766)
H (2.416, -1.778, -0.838)
H (1.583, -2.120, 0.742)
H (-1.866, 1.356, 1.465)
H (-3.072, 1.930, 2.197)

largest force on an atom	4.14	eV Å⁻¹
SMILES	CC1=NCCN1C.N#[N+][O-].O
Kohn-Sham gap	8.89	eV
2S+1	1
energy	-15431.4430	eV